# 1
A structure of composition C16H29CaCl8F7N3Na3O3P at a distorted geometry. Source: OMol25; level of theory: ωB97M-V/def2-TZVPD.

Last column: Löwdin charge in e.
Geometry (Å):
1 C 2.021 -3.555 1.962  -0.16
2 O 1.295 -4.200 1.022  -0.16
3 C 0.258 -3.415 0.424  -0.17
4 C -1.102 -3.835 0.986  -0.32
5 C -2.253 -3.064 0.329  -0.12
6 C -2.000 -1.582 0.543  -0.28
7 C -3.143 -0.601 0.900  -0.16
8 N -2.442 0.723 0.663  0.04
9 C -1.203 0.429 0.124  -0.30
10 N -0.105 1.106 0.206  0.04
11 C 1.098 0.537 -0.441  -0.11
12 C 1.460 1.148 -1.807  -0.09
13 C 2.758 2.024 -1.659  -0.17
14 O 2.716 3.124 -2.559  -0.17
15 C 3.884 3.251 -3.378  -0.46
16 C 4.402 4.642 -3.486  -0.02
17 O 4.366 2.323 -3.986  0.13
18 C -0.104 2.360 0.998  -0.59
19 Cl 1.378 2.449 1.971  0.76
20 C -0.276 3.692 0.176  -0.67
21 C -1.036 3.565 -1.147  -0.12
22 Cl 1.229 4.596 -0.133  0.74
23 N -1.341 -0.817 -0.576  0.11
24 H 1.397 -3.001 2.682  0.14
25 H 2.809 -2.781 1.461  -0.11
26 H 2.616 -4.276 2.522  0.03
27 H 0.332 -3.557 -0.657  0.14
28 H 0.494 -2.370 0.623  0.09
29 H -1.227 -4.896 0.904  -0.02
30 H -1.100 -3.528 2.033  0.06
31 H -2.211 -3.272 -0.744  0.13
32 H -3.204 -3.387 0.743  0.11
33 H -1.290 -1.448 1.364  0.15
34 H -4.155 -0.731 0.477  0.00
35 H -3.217 -0.682 1.984  0.15
36 H -2.482 1.107 1.613  0.06
37 H 1.973 0.635 0.195  0.10
38 H 0.982 -0.528 -0.585  0.11
39 H 1.740 0.328 -2.467  0.13
40 H 0.618 1.656 -2.297  0.08
41 H 2.871 2.369 -0.633  0.09
42 H 3.596 1.357 -1.854  0.14
43 H 5.169 4.689 -4.243  0.10
44 H 3.570 5.264 -3.837  0.08
45 H 4.693 5.074 -2.535  0.10
46 H -0.891 2.369 1.745  0.06
47 H -0.852 4.349 0.816  0.08
48 H -1.711 2.710 -1.215  0.02
49 H -0.315 3.633 -1.966  0.03
50 H -1.659 4.460 -1.229  0.09
51 H -2.113 -0.575 -1.214  0.06
52 F -1.968 3.430 2.563  -0.20
53 P -3.596 3.549 2.259  0.43
54 F -3.636 4.544 3.534  -0.13
55 F -4.230 3.157 0.761  -0.29
56 F -3.186 4.877 1.369  -0.18
57 F -5.103 3.228 2.783  -0.15
58 F -3.373 1.878 2.387  -0.21
59 Na 0.936 3.159 -3.722  0.67
60 C 1.041 -7.094 0.198  -1.51
61 Cl 1.239 -6.734 -1.508  0.60
62 Cl -0.551 -7.791 0.519  0.61
63 Cl 2.317 -8.212 0.753  0.53
64 H 1.123 -6.170 0.753  -0.06
65 Cl 4.446 -2.495 1.042  0.14
66 F 4.393 7.109 -3.409  -0.67
67 Ca -4.697 0.521 -1.009  1.04
68 Cl 2.376 -6.741 2.692  0.11
69 Na 0.441 -8.009 2.926  0.25
70 Cl -2.353 -5.536 2.682  -0.23
71 Na -3.916 3.459 -2.394  0.30

* HOMO-LUMO gap: 1.17 eV
* total energy: -187840.05222 eV
* net charge: +1

# 2
A structure of composition C16H29ClN4O5PPtS. Source: OMol25; level of theory: ωB97M-V/def2-TZVPD.

Last column: Löwdin spin population.
Geometry (Å):
1 Pt -0.770 0.097 -0.019  1.26
2 O -1.640 2.738 2.790  0.01
3 Cl -0.928 1.517 2.772  0.01
4 O -0.022 1.377 3.853  0.02
5 O -1.796 0.379 2.646  0.04
6 O -0.067 1.520 1.508  0.13
7 C 3.775 -1.385 -1.499  0.01
8 N 3.535 -0.268 -0.605  0.02
9 C 4.477 0.134 0.441  0.00
10 C 3.749 1.302 1.139  0.00
11 N 2.531 1.432 0.344  0.01
12 C 2.440 0.480 -0.586  0.04
13 S 1.116 0.259 -1.653  0.22
14 H 4.788 -1.740 -1.332  0.00
15 H 3.678 -1.074 -2.538  0.00
16 H 3.071 -2.194 -1.303  0.00
17 H 5.425 0.442 -0.002  0.00
18 H 4.665 -0.707 1.110  0.00
19 H 4.328 2.223 1.101  0.00
20 H 3.512 1.086 2.181  0.00
21 H 1.712 1.928 0.665  0.00
22 N 0.766 -6.275 1.286  0.00
23 C 0.257 -5.175 0.694  0.00
24 O -0.437 -5.219 -0.300  0.00
25 C 0.600 -3.838 1.308  0.00
26 C 1.397 -3.627 2.424  0.00
27 C 1.617 -2.331 2.862  0.00
28 C 1.031 -1.283 2.180  0.00
29 N 0.258 -1.480 1.106  0.04
30 C 0.050 -2.727 0.683  0.02
31 H 0.505 -7.169 0.903  0.00
32 H 1.275 -6.256 2.149  0.00
33 H 1.850 -4.449 2.964  0.00
34 H 2.218 -2.130 3.737  0.00
35 H 1.143 -0.260 2.505  0.00
36 H -0.575 -2.874 -0.189  0.01
37 C -3.083 1.205 -4.052  0.01
38 C -2.222 0.529 -2.986  0.02
39 P -2.159 1.364 -1.364  0.08
40 C -3.901 1.503 -0.855  0.03
41 C -4.151 2.025 0.555  0.00
42 C -1.530 3.030 -1.731  0.00
43 C -1.195 3.910 -0.531  0.00
44 H -3.041 0.633 -4.978  0.00
45 H -2.736 2.213 -4.274  0.00
46 H -4.128 1.260 -3.751  0.00
47 H -1.187 0.444 -3.330  0.00
48 H -2.571 -0.491 -2.801  0.01
49 H -4.327 0.502 -0.973  0.00
50 H -4.388 2.142 -1.598  0.00
51 H -3.640 1.420 1.303  0.00
52 H -5.218 1.992 0.770  0.00
53 H -3.823 3.055 0.673  0.00
54 H -2.272 3.516 -2.371  0.00
55 H -0.640 2.865 -2.348  0.00
56 H -2.091 4.260 -0.023  0.00
57 H -0.643 4.788 -0.864  0.00
58 H -0.590 3.384 0.204  0.00

* multiplicity: 3
* ⟨S²⟩: 2.01
* HOMO-LUMO gap (spin up / spin down): 8.02 / 7.46 eV
* total energy: -69142.21221 eV
* net charge: +1

# 3
A cluster of 3 separate species, C16H29F3NO8 in total at a distorted geometry. Source: OMol25; level of theory: ωB97M-V/def2-TZVPD.

Last column: Löwdin charge in e.
Geometry (Å):
1 C -0.365 0.412 1.579  -0.02
2 C -1.857 0.369 1.243  -0.40
3 O -2.249 -0.846 0.580  -0.08
4 C -2.293 1.564 0.415  -0.20
5 N -1.557 1.680 -0.820  -0.01
6 C -1.441 3.038 -1.303  -0.27
7 C -0.822 3.115 -2.696  -0.09
8 C 0.418 2.258 -2.867  -0.29
9 O 1.441 2.508 -1.941  0.02
10 C 1.011 2.479 -4.263  -0.59
11 F 0.123 2.305 -5.245  0.15
12 F 2.031 1.617 -4.454  0.11
13 F 1.551 3.699 -4.383  0.15
14 C -0.636 3.997 -0.377  -0.70
15 O 0.108 3.515 0.519  -0.06
16 O -0.805 5.209 -0.643  -0.07
17 H 0.115 -0.416 1.047  0.08
18 H 0.094 1.320 1.193  0.06
19 H -0.168 0.270 2.633  0.07
20 H -2.403 0.380 2.178  0.12
21 H -1.589 -1.022 -0.096  0.08
22 H -3.358 1.414 0.212  0.12
23 H -2.223 2.443 1.064  0.13
24 H -0.661 1.217 -0.780  0.09
25 H -2.445 3.448 -1.373  0.14
26 H -1.538 2.773 -3.442  0.12
27 H -0.595 4.158 -2.896  0.13
28 H 0.196 1.194 -2.805  0.16
29 H 1.492 3.450 -1.742  0.11
30 O -2.159 -1.485 4.075  0.12
31 C -3.037 -2.280 3.899  -0.51
32 O -3.792 -2.646 4.965  -0.01
33 C -4.966 -3.444 4.849  -0.25
34 C -4.642 -4.924 4.828  -0.07
35 C -3.272 -2.946 2.565  0.02
36 H -5.560 -3.138 3.986  0.11
37 H -5.559 -3.213 5.734  0.12
38 H -4.032 -5.188 3.965  0.07
39 H -5.558 -5.516 4.797  0.08
40 H -4.078 -5.198 5.720  0.08
41 H -2.575 -3.778 2.469  0.10
42 H -3.089 -2.235 1.741  0.07
43 H -4.289 -3.314 2.440  0.07
44 O 6.360 -2.821 -0.577  0.09
45 C 6.033 -1.766 -1.055  -0.54
46 O 4.737 -1.434 -1.089  0.00
47 C 4.268 -0.132 -1.480  -0.22
48 C 4.133 -0.012 -2.982  -0.06
49 C 7.052 -0.845 -1.689  0.01
50 H 4.902 0.648 -1.056  0.12
51 H 3.291 -0.022 -1.016  0.12
52 H 5.093 -0.137 -3.487  0.07
53 H 3.728 0.959 -3.247  0.06
54 H 3.466 -0.787 -3.363  0.09
55 H 7.246 -1.185 -2.705  0.09
56 H 7.971 -0.906 -1.111  0.09
57 H 6.753 0.200 -1.712  0.07

* HOMO-LUMO gap: 6.93 eV
* total energy: -43087.43808 eV
* net charge: -1

# 4
A cluster of 3 separate species, C16H29IN2O8PS3 in total at a distorted geometry. Source: OMol25; level of theory: ωB97M-V/def2-TZVPD.

Last column: Löwdin charge in e.
Geometry (Å):
1 C -0.176 -1.724 7.323  -0.13
2 C 0.118 -2.131 5.879  -0.35
3 C -1.174 -2.437 5.048  -0.73
4 I -1.173 -4.562 4.640  0.81
5 C -1.187 -1.567 3.762  -0.49
6 C -1.987 -2.171 2.594  -0.37
7 C -1.085 -2.785 1.470  -0.47
8 S 0.675 -2.431 1.762  0.96
9 C 1.283 -2.231 0.139  -0.70
10 N 2.196 -2.990 -0.375  0.03
11 N 2.478 -2.492 -1.648  0.05
12 C 1.707 -1.476 -1.799  -0.23
13 O 0.926 -1.239 -0.733  0.03
14 P -2.022 -0.083 4.184  0.42
15 O -3.428 -0.281 4.616  -0.32
16 O -1.159 0.739 5.306  -0.15
17 O -1.976 0.872 2.874  -0.20
18 H -0.478 -0.681 7.417  0.06
19 H 0.740 -1.827 7.921  0.06
20 H -0.898 -2.410 7.774  0.07
21 H 0.745 -3.026 5.898  0.04
22 H 0.689 -1.383 5.328  0.09
23 H -2.023 -2.178 5.696  0.06
24 H -2.741 -2.889 2.928  0.06
25 H -2.529 -1.351 2.113  0.08
26 H -1.220 -3.869 1.477  0.04
27 H -1.391 -2.418 0.488  0.07
28 H 1.745 -0.891 -2.702  0.10
29 H -0.850 1.557 4.899  0.06
30 H -1.048 1.002 2.630  0.07
31 C 2.942 -2.269 -7.924  -0.23
32 C 2.776 -0.746 -7.833  -0.22
33 C 2.139 -0.434 -6.473  -0.22
34 S 2.643 -1.764 -5.365  0.65
35 O 1.472 -2.509 -4.986  -0.31
36 O 3.564 -1.248 -4.390  -0.32
37 C 3.546 -2.704 -6.593  -0.23
38 H 3.575 -2.558 -8.762  0.11
39 H 1.965 -2.739 -8.060  0.12
40 H 3.757 -0.270 -7.899  0.11
41 H 2.168 -0.356 -8.648  0.11
42 H 2.485 0.513 -6.065  0.10
43 H 1.052 -0.441 -6.525  0.10
44 H 3.433 -3.766 -6.389  0.11
45 H 4.595 -2.417 -6.521  0.11
46 C -1.791 6.166 0.228  -0.23
47 C -2.159 5.143 -0.856  -0.22
48 C -1.533 3.802 -0.453  -0.22
49 S -1.426 3.813 1.345  0.67
50 O -0.033 3.805 1.724  -0.32
51 O -2.347 2.861 1.892  -0.31
52 C -2.063 5.477 1.560  -0.23
53 H -2.366 7.086 0.129  0.11
54 H -0.731 6.420 0.150  0.12
55 H -3.245 5.042 -0.907  0.11
56 H -1.813 5.457 -1.840  0.11
57 H -2.140 2.954 -0.759  0.10
58 H -0.523 3.696 -0.846  0.10
59 H -1.566 5.949 2.404  0.10
60 H -3.132 5.393 1.753  0.11

* HOMO-LUMO gap: 4.58 eV
* total energy: -86317.71402 eV
* net charge: -1

Question: Which of these has the lowest total energy?
Answer: C16H29CaCl8F7N3Na3O3P